Model w:
The following is a quantum chemistry calculation of a molecular structure, C6H11NO, from the Open Molecules 2025 dataset.

```
! wB97M-V def2-TZVPD RIJCOSX def2/J DEFGRID3
* xyz 0 1
C 0.5088 -0.8008 2.6598
N -0.4459 -0.0487 2.4021
C -0.1121 0.5326 -1.3988
C 0.6797 -0.1147 -0.5047
C -0.1528 -1.3323 -0.6176
C -0.0945 -2.2955 -1.5880
C -1.1710 1.5836 -0.8687
O -0.7037 2.7952 -0.8012
H 1.2078 -1.1895 1.8838
H 0.7399 -1.1893 3.6626
H 1.4084 3.0400 0.8821
H 1.8611 2.5814 1.2288
H -1.2917 1.2814 0.2491
H 0.9501 0.2309 0.4917
H -0.1611 0.2585 -2.4447
H -0.8361 -1.4459 0.2217
H -0.9986 -2.7770 -1.9588
H 0.7816 -2.5449 -2.1706
H -2.1698 1.4349 -1.3284
*
```

Output
HOMO, eV: -7.60
HOMO-LUMO gap, eV: 4.2

Model x:
The following is a quantum chemistry calculation of C6H11NO in the gas phase, from the Open Molecules 2025 dataset.

```
! wB97M-V def2-TZVPD RIJCOSX def2/J DEFGRID3
* xyz 0 1
C -1.2662 -1.8944 0.7967
C -0.0850 -1.5267 1.2701
C 1.0857 -0.7421 0.7084
C 0.8468 -0.1345 -0.6725
C 0.3777 1.3476 -0.7053
N -0.5623 1.5330 -1.8091
C -0.4055 1.5993 0.5666
O -0.2188 2.5416 1.2982
H -1.4669 -1.6452 -0.2449
H -2.1305 -2.2350 1.3432
H 0.1014 -1.8242 2.3058
H 1.7313 -1.6282 0.7442
H 1.3250 0.0210 1.4483
H 1.6099 -0.3622 -1.4176
H 0.0684 -0.7698 -1.1167
H 1.2670 1.9653 -0.7967
H -0.2645 2.2464 -2.4439
H -0.8841 0.6640 -2.1922
H -1.1296 0.8440 0.9176
*
```

Output
SMILES: C=CCC[C@@H](N)C=O
HOMO, eV: -9.07
HOMO-LUMO gap, eV: 10.1

Model y:
The following is a quantum chemistry calculation of a molecular structure, C6H11NO, from the Open Molecules 2025 dataset.

```
! wB97M-V def2-TZVPD RIJCOSX def2/J DEFGRID3
* xyz 0 1
C -0.5381 0.5464 1.1251
C -0.0578 -0.8086 1.7492
C 0.1583 -1.7051 0.4865
C 0.8822 -0.6222 -0.4132
C 0.4125 0.3369 -1.5451
C -0.3098 0.2483 -0.2347
H -0.4043 2.5716 0.4017
H -0.5624 2.4739 2.4732
H -1.7319 0.5463 1.4527
H -0.9039 -0.9256 2.5988
H 1.0213 -0.7190 2.2710
H -0.7925 -1.9963 -0.0416
H 0.8872 -2.7885 0.5431
H 1.6706 -0.3525 0.2859
H 1.0872 1.0605 -1.9008
H -0.6082 0.6001 -3.1389
H -1.1041 -0.2362 -0.6982
N -0.0934 1.9665 1.5226
O -0.1486 -0.2468 -2.7389
*
```

Output
HOMO, eV: -8.75
HOMO-LUMO gap, eV: 9.3

Which of them is least stable? Easy: model w.